[1]
Below is a molecular structure, C49H40NO2P3Re, with properties calculated with ωB97M-V/def2-TZVPD.

The LUMO energy (alpha / beta) is -7.24 / -7.04 eV. As for the spin multiplicity: 2. The total energy is -87032.311 eV. Its net charge is +2. Its orbital gap (alpha / beta) is 6.26 / 6.65 eV.

Geometry as XYZ:
```
96
Properties=species:S:1:pos:R:3:forces:R:3
Re 0.14107 -0.31261 0.12285 -0.3634 -0.4540 0.6109
C -0.24847 2.92599 0.35311 0.1080 0.0396 0.0318
P 0.94638 1.85445 -0.53247 -0.2017 -0.0677 -0.3140
C 2.60564 2.31963 0.01067 -0.0373 -0.0227 0.1528
C 2.84112 3.37457 0.89080 -0.0263 -0.0359 -0.0253
C 4.14250 3.70034 1.24594 0.0064 -0.0211 -0.0075
C 5.20582 2.96891 0.73797 -0.0162 0.0136 0.0128
C 4.97268 1.90756 -0.12659 0.0184 -0.0116 -0.0271
C 3.67787 1.58304 -0.49110 -0.0089 -0.0311 -0.0146
C 0.91251 2.18491 -2.29778 0.0221 0.1077 0.0271
C 1.20773 1.15937 -3.19286 -0.0084 -0.0538 0.0143
C 1.29373 1.43524 -4.54952 -0.0096 0.0028 -0.0109
C 1.08224 2.72672 -5.01008 -0.0033 0.0193 -0.0007
C 0.78791 3.75037 -4.11749 0.0072 -0.0250 0.0031
C 0.71038 3.48388 -2.76111 -0.0115 0.0149 0.0052
C -0.45889 2.21628 1.65271 -0.0028 0.0814 -0.0242
C -0.73023 2.58897 2.91909 0.0660 -0.1174 -0.1945
C -0.74757 1.38765 3.74856 0.0139 -0.1927 -0.2024
C -0.48874 0.33262 2.95185 0.0320 0.0401 0.1248
C -0.33055 -1.14025 3.14753 0.0209 0.0197 0.0551
P 1.08560 -1.55180 2.04933 0.0846 0.0337 0.1044
C 2.54354 -0.98613 2.94409 0.0061 -0.0662 -0.0192
C 2.91552 0.35419 2.92953 -0.0149 0.0644 -0.0176
C 3.98559 0.78345 3.69788 -0.0044 0.0061 0.0022
C 4.68535 -0.12303 4.48057 0.0050 -0.0005 -0.0006
C 4.31728 -1.46107 4.49767 -0.0017 0.0037 0.0006
C 3.24808 -1.89756 3.73349 0.0267 -0.0030 -0.0310
C 1.26788 -3.31730 1.82210 -0.0890 -0.0015 0.0107
C 0.41890 -4.22978 2.44156 0.0022 0.0351 0.0006
C 0.60441 -5.58819 2.23477 0.0119 -0.0222 -0.0111
C 1.62720 -6.03124 1.40880 -0.0113 -0.0006 0.0050
C 2.47069 -5.12050 0.78438 -0.0069 -0.0079 0.0097
C 2.29380 -3.76310 0.98871 0.0053 0.0300 -0.0144
N -0.30355 0.79629 1.61605 0.0425 0.2126 0.1773
H -1.15985 2.95862 -0.25353 0.0319 -0.0051 -0.0084
H 0.10384 3.94715 0.49051 -0.0538 -0.0051 0.0060
H 2.02594 3.94928 1.30841 -0.0124 0.0134 -0.0050
H 4.32409 4.53113 1.91414 -0.0037 0.0062 0.0157
H 6.21909 3.22779 1.01243 0.0193 0.0045 0.0080
H 5.80188 1.33920 -0.52429 0.0134 -0.0104 -0.0047
H 3.50615 0.76213 -1.17853 -0.0202 -0.0215 -0.0044
H 1.36573 0.14641 -2.84046 0.0020 0.0030 0.0086
H 1.52979 0.64231 -5.24569 0.0071 -0.0184 -0.0164
H 1.15582 2.94064 -6.06772 -0.0019 0.0009 -0.0181
H 0.62983 4.75716 -4.47860 -0.0017 0.0194 -0.0053
H 0.49656 4.29137 -2.07115 -0.0018 0.0073 0.0159
H -0.90210 3.59349 3.26867 -0.0015 0.0436 0.0037
H -0.93969 1.36030 4.80789 -0.0022 -0.0135 0.0464
H -1.22018 -1.68038 2.80796 0.0137 -0.0074 0.0042
H -0.11819 -1.39690 4.18535 -0.0142 0.0079 -0.0169
H 2.37724 1.06641 2.31917 -0.0099 0.0347 -0.0162
H 4.27495 1.82459 3.68175 -0.0042 0.0370 -0.0055
H 5.52172 0.21206 5.07837 0.0158 0.0086 0.0080
H 4.86445 -2.16720 5.10591 0.0105 -0.0198 0.0178
H 2.97215 -2.94353 3.74726 -0.0105 -0.0082 0.0037
H -0.38245 -3.89291 3.08638 -0.0039 0.0020 0.0083
H -0.04767 -6.30016 2.72129 -0.0068 -0.0084 0.0093
H 1.77186 -7.09132 1.25365 0.0019 -0.0241 -0.0040
H 3.26956 -5.46964 0.14553 0.0203 -0.0095 -0.0162
H 2.95834 -3.05375 0.50787 -0.0010 0.0087 0.0018
O -0.78511 -2.30954 0.05073 -0.0138 0.2436 0.0652
C -0.33312 -2.33619 -1.13392 0.1061 0.1919 -0.2841
O 0.73867 -1.67941 -1.38101 0.2418 -0.1163 -0.1828
C -1.28450 -2.60282 -2.23613 -0.0372 -0.0710 0.0129
C -1.31208 -3.66828 -3.11066 0.0132 0.0162 -0.0278
C -2.29642 -3.69616 -4.09270 0.0241 -0.0172 0.0011
C -3.21693 -2.66549 -4.19869 -0.0114 0.0362 0.0259
C -3.17507 -1.58639 -3.32294 -0.0027 -0.0096 -0.0116
C -2.20805 -1.54860 -2.32702 -0.0190 -0.0114 0.0154
P -2.11176 -0.18177 -1.11833 0.1004 0.1536 -0.0246
C -3.30423 -0.54741 0.19235 -0.0279 -0.0720 -0.0545
C -4.09810 -1.69116 0.12276 0.0186 0.0190 -0.0027
C -4.99962 -1.97198 1.13896 0.0116 0.0170 -0.0050
C -5.11265 -1.11898 2.22613 0.0060 -0.0023 -0.0076
C -4.31960 0.01892 2.30225 -0.0279 -0.0214 0.0226
C -3.41432 0.30165 1.29442 0.0245 0.0365 0.0106
C -2.65557 1.29302 -2.00405 -0.0176 -0.0553 -0.0305
C -3.55554 2.19530 -1.43871 -0.0104 0.0233 0.0140
C -3.94056 3.32327 -2.14880 -0.0031 -0.0085 0.0142
C -3.44731 3.54506 -3.42563 0.0074 0.0025 -0.0214
C -2.56553 2.63785 -3.99914 -0.0134 0.0072 0.0088
C -2.16310 1.51919 -3.29085 0.0077 0.0080 -0.0128
H -0.58718 -4.46648 -3.03099 0.0068 -0.0087 0.0103
H -2.34022 -4.52866 -4.78095 0.0026 -0.0127 -0.0088
H -3.97390 -2.69682 -4.96967 -0.0186 -0.0008 -0.0081
H -3.89315 -0.78198 -3.41981 -0.0040 0.0029 -0.0010
H -4.01686 -2.36745 -0.71721 0.0056 -0.0003 -0.0103
H -5.61534 -2.85847 1.07702 -0.0081 -0.0131 -0.0011
H -5.81961 -1.33880 3.01411 -0.0124 -0.0016 0.0163
H -4.40716 0.68764 3.14750 -0.0035 0.0158 0.0197
H -2.80344 1.19317 1.37192 0.0047 -0.0003 0.0038
H -3.98102 2.01499 -0.46173 -0.0066 -0.0047 0.0107
H -4.64511 4.01585 -1.70966 -0.0129 0.0130 0.0051
H -3.76338 4.41707 -3.98190 -0.0022 0.0102 -0.0076
H -2.19559 2.79744 -5.00224 0.0127 0.0049 -0.0178
H -1.47985 0.81628 -3.74904 0.0115 -0.0100 -0.0058
```
Positions in Å, forces in eV/Å.

=====

[2]
Below is a molecular structure, C49H41BrClN5O3SSrTe, with properties calculated with ωB97M-V/def2-TZVPD.

The LUMO energy (alpha / beta) is 1.92 / 1.92 eV. As for the spin multiplicity: 2. The total energy is -166605.240 eV. Its net charge is -1. Its orbital gap (alpha / beta) is 6.73 / 6.73 eV.

Geometry as XYZ:
```
103
Properties=species:S:1:pos:R:3:forces:R:3
Sr -0.33776 -0.14347 0.04584 1.9841 0.2119 2.1730
Cl 4.44426 -2.24711 -6.57818 0.0001 0.0033 0.0030
C 3.47728 -1.77578 -5.19604 0.0143 -0.0052 -0.0003
C 2.34377 -0.98723 -5.38200 -0.0167 0.0129 0.0130
C 1.56408 -0.64233 -4.30376 0.0261 -0.0048 0.0159
C 1.84896 -1.08335 -2.98042 -0.0168 -0.0302 -0.0236
O 1.02792 -0.88339 -2.01356 -0.5140 0.4783 0.2737
C 3.07476 -1.79356 -2.81894 -0.0234 -0.0030 0.0402
C 3.65922 -2.08604 -1.50053 0.0073 -0.0401 -0.1078
O 3.42988 -1.50159 -0.47210 -0.1822 -0.3136 -0.0311
C 3.83911 -2.16167 -3.92781 0.0154 -0.0062 -0.0056
H 2.07836 -0.65789 -6.37911 -0.0039 0.0002 -0.0019
H 0.68750 -0.02170 -4.44989 0.0280 -0.0118 -0.0137
H 4.43261 -2.88764 -1.52266 0.0117 0.0163 -0.0107
H 4.74393 -2.73999 -3.77339 -0.0007 0.0003 -0.0033
C 1.35038 2.68627 -3.05072 -0.1521 -0.0847 0.0336
C 0.73838 2.50775 -1.80144 0.2156 0.5068 0.2235
N 1.37983 2.06977 -0.73415 -0.2186 -0.2998 -0.2544
C 2.67881 1.71838 -0.86062 -0.0923 0.1111 -0.0625
C 3.37649 1.85739 -2.07007 0.0164 0.0167 -0.0759
C 2.67313 2.35865 -3.17770 0.0647 -0.0407 0.0115
C 4.75609 1.46998 -2.14787 0.0164 -0.0332 -0.0036
C 5.39101 0.97198 -1.06696 -0.0193 0.0124 0.0386
C 4.70329 0.79480 0.17849 0.0700 0.1709 0.0738
C 5.29946 0.19524 1.30040 -0.0039 0.0515 -0.0116
C 4.54364 -0.03483 2.41717 0.0084 0.0278 -0.0004
C 3.19336 0.35433 2.41341 0.0406 0.0046 0.0430
N 2.62409 0.95492 1.39539 -0.0261 0.0178 -0.0684
C 3.35469 1.15953 0.29023 0.0342 0.0393 0.0531
H 0.77564 3.05967 -3.88782 -0.0048 0.0184 0.0097
H -0.28987 2.81522 -1.62425 -0.0614 -0.1602 -0.1965
H 3.18514 2.46550 -4.12701 0.0072 -0.0148 -0.0034
H 5.26472 1.56366 -3.09999 0.0058 0.0156 -0.0010
H 6.42713 0.65990 -1.13212 0.0101 0.0069 0.0019
H 6.33945 -0.10768 1.25431 0.0039 -0.0102 -0.0067
H 4.95580 -0.53086 3.28516 -0.0061 -0.0060 0.0020
H 2.55470 0.14056 3.26231 0.0289 0.0208 -0.0072
C 0.36931 4.94072 3.45930 -0.0149 0.0127 0.0003
C -0.11078 3.51462 3.48762 0.0404 -0.0148 0.0109
C -0.79920 2.98757 4.58205 -0.0025 -0.0056 -0.0035
C -1.21365 1.66527 4.58256 0.0202 -0.0015 0.0131
C -0.89629 0.94698 3.44530 0.0309 -0.0412 0.0018
Br 0.94586 -2.03729 2.24199 -0.2243 -0.0079 -0.2685
N -0.25804 1.38575 2.42026 -0.3454 0.0721 -0.2196
C 0.13683 2.67014 2.41862 0.0512 -0.0129 0.0382
H -0.09730 5.52658 4.25144 -0.0030 -0.0026 -0.0020
H 0.13322 5.41565 2.50653 0.0039 -0.0068 -0.0022
H 1.45126 4.99482 3.59595 -0.0010 -0.0030 0.0026
H -1.01366 3.62357 5.43513 -0.0013 -0.0009 -0.0012
H -1.75347 1.22722 5.40913 0.0020 -0.0014 0.0017
H 0.67449 3.00104 1.53803 -0.0016 -0.0055 -0.0168
S -4.13538 3.67984 -0.84318 -0.0646 -0.0573 -0.0097
C -3.16149 2.38397 -0.69155 0.2009 0.1429 0.0872
N -2.44353 1.45838 -0.61253 0.2799 -0.1239 -0.0580
C -7.46658 -1.09203 -5.58937 -0.0045 0.0077 0.0025
C -6.14032 -1.02705 -4.88308 -0.0219 0.0424 -0.0161
C -5.56701 -2.15876 -4.33413 -0.0187 -0.0769 0.0696
C -4.35609 -2.13274 -3.64375 -0.0929 0.1093 0.0603
C -3.82890 -3.45587 -3.15681 -0.0175 0.0792 0.0065
C -3.72618 -0.89507 -3.48560 0.1352 0.3421 -0.6419
Te -1.78856 -0.67167 -2.63395 -1.2412 -1.9134 0.1341
N -2.00954 -1.70726 -0.93222 0.2194 1.0880 -0.6277
C -2.88770 -1.33359 0.08634 -0.2788 -0.8204 -0.6911
O -2.47830 -1.14303 1.22364 0.0128 0.2379 -0.2568
C -4.36783 -1.50788 -0.16359 -0.0315 0.2335 0.1841
C -4.93060 -2.72220 0.21888 0.0190 -0.0532 -0.1011
C -6.27996 -2.96422 0.01095 -0.0015 -0.0009 -0.0150
C -7.08348 -1.98551 -0.56049 -0.0134 -0.0029 0.0112
C -6.53306 -0.75928 -0.90260 0.0051 -0.0208 -0.0413
C -5.18043 -0.51946 -0.70597 0.0450 0.0130 0.0565
C -1.09432 -2.25683 -3.86693 0.0441 -0.0484 -0.0369
C -1.31942 -1.97149 -5.21066 0.0558 0.0234 0.0309
C -0.88798 -2.82653 -6.20981 -0.0047 -0.0224 0.0024
C -0.22660 -3.98932 -5.85030 -0.0066 0.0131 -0.0236
C -0.01883 -4.27700 -4.51212 -0.0146 -0.0010 0.0414
C -0.44208 -3.43478 -3.48061 0.0790 0.0646 -0.0753
C -0.16909 -3.86291 -2.06507 -0.0334 0.0696 -0.0336
C -4.25050 0.26085 -4.09050 -0.0647 0.0051 0.1500
C -3.53876 1.59030 -4.03977 -0.0074 0.0192 -0.0149
C -5.46022 0.17938 -4.76336 -0.0259 -0.0249 0.0193
H -7.76950 -2.12394 -5.76399 -0.0013 -0.0011 -0.0019
H -7.42679 -0.57822 -6.55119 0.0001 0.0018 0.0028
H -8.24468 -0.61021 -4.99328 0.0032 -0.0021 0.0020
H -6.07414 -3.11317 -4.43647 -0.0086 0.0015 0.0001
H -4.64149 -4.01888 -2.69868 -0.0182 -0.0300 0.0324
H -3.03300 -3.35053 -2.42841 -0.0239 -0.0010 0.1024
H -3.45260 -4.03080 -4.00794 0.0387 0.0075 0.0430
H -4.30161 -3.47626 0.67704 0.0024 -0.0041 -0.0081
H -6.70600 -3.91656 0.30279 -0.0020 0.0031 0.0005
H -8.13813 -2.17335 -0.72158 0.0021 -0.0008 0.0031
H -7.15410 0.02053 -1.32624 0.0025 -0.0008 0.0032
H -4.76431 0.44650 -0.95283 0.0086 0.0146 -0.0407
H -1.83560 -1.05813 -5.49312 -0.0231 -0.0080 0.0034
H -1.06364 -2.58269 -7.24953 0.0021 -0.0006 -0.0034
H 0.12807 -4.67548 -6.60911 0.0082 0.0075 -0.0034
H 0.49501 -5.19136 -4.23976 0.0038 -0.0018 -0.0049
H 0.33342 -4.82971 -2.06761 0.0097 0.0191 0.0186
H -1.08555 -3.94176 -1.48388 -0.0215 -0.0138 0.0098
H 0.45609 -3.14073 -1.54229 0.0528 0.0533 0.0181
H -3.28980 1.88801 -3.02052 -0.0025 -0.0170 -0.0735
H -4.16886 2.37418 -4.45660 -0.0013 0.0007 0.0017
H -2.61175 1.56990 -4.62303 -0.0061 -0.0101 0.0092
H -5.87749 1.07767 -5.20644 0.0007 -0.0023 -0.0018
```
Positions in Å, forces in eV/Å.

=====

Relative energy (zero: lowest compared OMol25 entry of this formula, charge and spin), record by record: 0.7526 2.3113 eV